This record from the Open Molecules 2025 dataset describes 2 unconnected molecules or ions with the total composition Br2HP in a non-equilibrium geometry. The level of theory is the ωB97M-V functional and the def2-TZVPD basis.

Properties
* energy: -5489.9035 Eh
* maximum force: 0.04165 Eh/bohr
* Kohn-Sham gap (alpha / beta): 5.535 / 5.548 eV
* total charge: 0

Last column: Mulliken charge in e.
Geometry (Å):
P1 -0.961 0.507 -0.403  0.23
Br1 2.506 -0.006 -0.817  -0.42
Br2 -1.100 0.307 1.761  0.04
H1 -0.445 -0.807 -0.541  0.14